Entry 1:
Entry from the OMol25 dataset: a molecular structure, C28H48Cl2P2Pm at a distorted geometry (ωB97M-V with the def2-TZVPD basis set).

The geometry in XYZ format:
```
81
C28H48Cl2P2Pm ωB97M-V with the def2-TZVPD basis set
C 1.241 3.393 -2.578
H -0.770 1.778 3.794
H -1.406 5.467 -2.960
C -1.179 4.979 -2.005
H -5.006 -1.236 -5.160
H -1.796 0.801 -5.745
H 2.068 -2.312 -0.201
H -3.909 -1.332 -2.966
H 1.018 1.585 -5.779
H 0.123 -0.960 5.839
C 1.645 -3.338 -0.178
H -0.067 1.747 5.451
C 1.205 0.534 -5.519
H -1.371 -5.019 -0.581
H -3.337 -2.677 -3.961
H -0.979 -1.118 4.423
C -0.127 2.937 -3.124
P -0.189 1.122 -3.197
C 2.489 -4.437 -0.078
C 0.161 1.711 4.376
C -1.819 0.426 -3.612
Pm 0.320 -0.992 1.306
H 1.496 -1.218 -2.502
H 2.519 0.181 -7.199
C 2.545 0.078 -6.110
C 1.474 -1.130 -3.597
C -1.251 3.460 -2.206
C 2.784 -1.632 -4.212
C 0.213 -3.523 -0.397
H 0.508 -2.118 4.518
H 2.629 -6.596 -0.091
H -2.239 3.187 -2.602
H 3.895 -1.612 -6.057
H -4.483 1.007 -4.295
C 2.642 0.239 4.693
H -1.628 -2.538 -0.831
P 1.021 0.171 3.862
H 3.328 0.750 -5.738
H 0.217 6.557 -1.540
C -3.960 -0.933 -5.090
H 3.564 -4.276 0.063
H -1.167 2.958 -1.231
C 0.190 5.463 -1.525
H 2.097 0.914 -3.593
H -2.396 2.164 -4.793
C 1.244 0.343 -4.005
C 0.577 -5.953 -0.350
H -0.275 3.259 -4.175
C 1.326 4.914 -2.388
H -1.483 -1.524 -2.688
H 3.611 -1.121 -3.699
H 0.638 -1.753 -3.940
H -1.249 -1.507 -4.444
C -1.880 -1.117 -3.629
H 2.297 5.156 -1.948
Cl 2.211 0.264 0.103
H -4.221 0.996 -6.040
H 0.189 -6.973 -0.412
C -3.322 -1.585 -3.859
H -1.960 5.280 -1.301
C -0.291 -4.883 -0.459
H -2.406 0.746 -2.728
H 3.193 -0.677 4.425
H 2.200 -2.039 -6.242
H 0.344 5.155 -0.486
C -3.852 0.591 -5.093
C -0.598 -2.380 -0.473
C 2.885 -1.361 -5.719
H 2.057 3.057 -3.230
C 1.962 -5.741 -0.164
H 0.386 -0.059 -5.953
Cl -1.363 0.867 0.913
H 3.190 1.101 4.283
H 2.894 -2.704 -4.008
H 0.799 2.564 4.105
H -3.459 -1.318 -5.988
H 2.588 0.324 5.783
H 1.399 2.907 -1.604
C 0.073 -1.133 4.756
H 1.293 5.398 -3.371
C -2.408 1.069 -4.870
```

As for the net charge: -1. Its largest force on an atom is 4.5 eV/A. The value obtained for the HOMO energy (spin up / spin down) is -1.8098 / -1.8609 eV. Its spin multiplicity is 5. The value obtained for the lowest unoccupied orbital energy (spin up / spin down) is 2.14 / 2.14 eV. As for the HOMO-LUMO gap (spin up / spin down): 3.9 / 4.0 eV.

Entry 2:
Entry from the OMol25 dataset: 2 unconnected molecules or ions with the total composition C2H4N2O at a distorted geometry (ωB97M-V with the def2-TZVPD basis set).

The geometry in XYZ format:
```
9
C2H4N2O ωB97M-V with the def2-TZVPD basis set
H 0.818 1.807 0.292
H -2.278 -0.287 -0.616
O -0.496 0.636 -0.458
C 2.127 -0.032 0.077
N 0.422 0.890 0.509
H -0.881 -1.398 -0.491
C -1.322 -0.468 -0.126
H -1.456 -0.516 0.955
N 3.066 -0.632 -0.142
```

As for the net charge: 0. The value obtained for the energy relative to the best compared isomer or geometry (same formula, charge and spin) is 4.919 eV. Its largest force on an atom is 5.4 eV/A. The value obtained for the HOMO energy is -10.8686 eV. Its spin multiplicity is 1. The value obtained for the lowest unoccupied orbital energy is -0.68 eV. As for the HOMO-LUMO gap: 10.2 eV.

Entry 3:
Entry from the OMol25 dataset: a molecular structure, C52H41As2N3O8S6Sn at a distorted geometry (ωB97M-V with the def2-TZVPD basis set).

The geometry in XYZ format:
```
113
C52H41As2N3O8S6Sn ωB97M-V with the def2-TZVPD basis set
H -3.350 4.942 -2.844
H 2.715 -6.279 -0.560
C 2.576 -1.979 -4.529
As 1.774 1.974 0.496
C 3.156 -2.027 2.411
C -0.985 2.785 6.735
H 1.965 2.637 -4.578
C 0.180 1.179 5.379
S -4.132 -3.483 -3.617
C 1.884 -5.736 -0.997
H 3.971 -1.734 1.745
C -1.022 3.975 -3.737
C -2.946 -0.600 3.191
H 0.650 4.758 -4.824
S -0.505 0.592 2.744
C 0.965 -3.683 -1.850
C -1.682 2.404 4.461
H 0.925 0.748 -3.362
C -3.628 4.052 -2.302
C 1.241 3.239 1.893
O 2.560 2.569 -0.825
C 0.250 -2.328 -5.080
H 3.867 1.224 0.774
C -0.244 -4.333 -2.082
C -4.794 -4.659 -2.485
C -4.779 4.044 -1.537
H 2.669 -0.020 3.017
C 2.961 -0.959 3.486
H -3.334 0.282 2.698
H -2.305 2.626 3.603
H 0.977 0.457 5.244
O -0.509 5.208 -0.489
C 1.971 -2.227 1.574
N -0.832 1.732 -2.973
O -5.458 -5.620 -2.810
H -5.996 2.861 -0.204
C 2.908 -1.438 -2.196
H -0.160 -2.747 -7.140
O -2.221 3.884 0.612
H -1.336 -6.168 -1.955
C 2.927 -2.194 -5.857
C -3.786 -1.585 3.687
C -1.579 -0.759 3.308
H 0.037 -2.023 3.926
O -0.284 2.781 -0.451
S -2.833 -1.928 0.238
H -1.582 4.895 -3.797
C -0.685 1.456 4.333
H 2.215 -2.648 -7.827
H -1.463 -3.772 4.822
H 0.697 1.630 7.409
C -2.820 2.920 -2.321
N -3.139 1.836 -1.619
C -0.387 -5.678 -1.777
C -3.349 -2.423 -2.444
H -4.857 -1.476 3.582
H 0.221 5.817 4.602
C 1.996 3.379 3.055
H -1.128 5.581 2.515
H 3.418 -2.993 2.849
C -3.256 -2.718 4.287
H -0.791 -2.341 -4.780
C 1.233 -2.059 -4.140
S -2.509 -1.030 -3.079
N 1.055 -2.408 0.909
C -1.036 -1.895 3.884
O 1.041 0.473 0.395
C 0.238 3.901 -4.305
H -2.610 3.813 5.781
H -4.433 0.910 -0.335
H 0.564 -7.431 -0.979
C 0.025 1.842 6.586
H -3.915 -3.494 4.657
C 0.967 2.734 -4.177
C 0.609 -2.540 -6.406
C 3.633 -0.954 -1.117
C 1.629 4.306 4.021
H 2.972 -3.891 -1.118
C -1.880 -2.877 4.377
C 2.028 -4.391 -1.308
Sn -1.331 0.139 -0.833
H 2.201 -1.266 4.205
H 2.871 2.759 3.185
C 0.677 -6.383 -1.231
C 4.881 -1.401 -3.573
S -4.363 -4.264 -0.827
H 3.898 -0.803 4.021
O -1.383 1.367 1.824
H 2.223 4.405 4.922
C 4.994 -0.720 -1.261
H 6.679 -0.783 -2.590
As 0.992 -1.754 -2.208
C -5.109 2.905 -0.822
C 0.507 5.101 3.840
C 1.943 -2.480 -6.792
H -1.087 -3.777 -2.482
C 0.124 4.050 1.722
H 5.569 -0.327 -0.431
C 0.383 1.677 -3.497
H 5.374 -1.557 -4.526
C -0.246 4.976 2.686
C -1.521 2.872 -3.057
C -1.832 3.067 5.672
O 3.261 1.452 1.489
H -5.398 4.931 -1.481
S -0.828 3.981 0.221
C 5.617 -0.965 -2.481
C -3.464 -2.780 -1.151
H -1.101 3.308 7.676
C -4.246 1.827 -0.888
H 3.109 -0.722 -0.197
C 3.513 -1.619 -3.441
H 3.964 -2.136 -6.167
```

As for the net charge: -2. The value obtained for the energy relative to the best compared isomer or geometry (same formula, charge and spin) is 0.327 eV. Its largest force on an atom is 1.5 eV/A. The value obtained for the HOMO energy is -1.7175 eV. Its spin multiplicity is 1. The value obtained for the lowest unoccupied orbital energy is 3.88 eV. As for the HOMO-LUMO gap: 5.6 eV.